Below is 9 unconnected molecules or ions with the total composition C48H80BN14O10, with properties calculated with ωB97M-V with the def2-TZVPD basis set.

As for the LUMO energy: -8.24 eV. The calculation puts the total energy at -93042.3123 eV. The calculation puts the energy above the lowest of the compared OMol25 structures with the same formula, charge and spin at 552.30 kJ/mol. The net charge is +5. The calculation puts the strongest force on any atom at 6.750 eV Å⁻¹.

Each line ends with the Löwdin charge.
Cartesian coordinates (Å):
O -12.403 -7.406 3.810  0.135
C -12.916 -7.663 2.717  -0.321
O -14.213 -7.641 2.336  0.189
B -14.425 -8.045 0.940  -0.895
O -13.052 -8.452 0.541  0.202
C -12.154 -8.229 1.489  -0.376
O -10.948 -8.351 1.415  0.145
O -15.134 -7.031 0.164  0.253
C -16.112 -7.571 -0.478  -0.432
O -16.765 -7.038 -1.342  0.113
C -16.307 -9.017 0.038  -0.301
O -15.328 -9.209 0.973  0.211
O -17.292 -9.759 -0.170  0.075
C -24.032 -9.297 -3.190  -0.066
C -25.018 -10.342 -3.591  -0.181
N -26.091 -9.783 -4.382  -0.057
C -27.145 -9.003 -4.006  0.001
C -27.809 -8.492 -5.119  0.038
N -27.147 -9.092 -6.181  -0.088
C -26.135 -9.874 -5.722  0.018
C -27.551 -8.838 -7.571  0.028
H -24.538 -8.342 -3.046  0.083
H -23.172 -9.210 -3.855  0.081
H -23.578 -9.474 -2.215  0.088
H -25.355 -10.780 -2.651  0.137
H -24.685 -11.287 -4.020  0.141
H -27.337 -8.859 -2.953  0.146
H -28.665 -7.838 -5.203  0.145
H -25.390 -10.398 -6.303  0.173
H -27.711 -9.769 -8.115  0.115
H -26.818 -8.171 -8.024  0.096
H -28.480 -8.267 -7.578  0.104
C -21.643 -10.029 3.990  -0.057
C -21.555 -10.434 5.459  -0.181
N -20.225 -10.672 6.000  -0.041
C -18.997 -10.519 5.313  0.000
C -17.894 -10.659 6.193  0.022
N -18.463 -10.979 7.406  -0.083
C -19.841 -10.921 7.291  0.023
C -17.744 -11.626 8.537  0.042
H -22.652 -10.171 3.603  0.087
H -20.992 -10.707 3.439  0.077
H -21.388 -8.971 3.928  0.079
H -22.131 -11.323 5.716  0.134
H -22.004 -9.721 6.151  0.130
H -18.920 -10.331 4.252  0.116
H -16.862 -10.628 5.875  0.146
H -20.545 -11.140 8.081  0.168
H -17.710 -10.843 9.295  0.109
H -16.800 -12.035 8.178  0.116
H -18.166 -12.567 8.891  0.109
C -26.972 -3.161 -9.413  -0.045
C -25.486 -2.687 -9.558  -0.131
N -24.595 -3.531 -8.779  -0.052
C -24.245 -4.802 -9.176  0.012
C -23.490 -5.310 -8.184  -0.026
N -23.338 -4.411 -7.184  -0.089
C -23.937 -3.273 -7.662  0.020
C -22.749 -4.511 -5.888  0.002
H -27.637 -2.661 -10.117  0.091
H -27.392 -2.941 -8.431  0.079
H -27.168 -4.222 -9.573  0.069
H -25.489 -1.635 -9.274  0.135
H -25.110 -2.652 -10.580  0.137
H -24.698 -5.079 -10.116  0.152
H -22.994 -6.257 -8.032  0.140
H -24.044 -2.364 -7.089  0.177
H -21.998 -3.723 -5.821  0.110
H -22.106 -5.384 -5.773  0.106
H -23.473 -4.352 -5.089  0.111
C -17.874 -15.439 0.241  -0.057
C -16.456 -15.584 0.928  -0.125
N -15.456 -16.101 -0.061  -0.050
C -14.650 -15.245 -0.737  -0.019
C -13.957 -16.003 -1.646  0.011
N -14.385 -17.337 -1.553  -0.087
C -15.324 -17.384 -0.554  0.063
C -13.984 -18.417 -2.413  0.007
H -18.432 -16.325 -0.062  0.080
H -17.554 -14.802 -0.584  0.068
H -18.499 -14.881 0.938  0.076
H -16.723 -16.294 1.710  0.123
H -16.103 -14.650 1.365  0.131
H -14.463 -14.217 -0.466  0.146
H -13.148 -15.765 -2.320  0.135
H -15.833 -18.253 -0.163  0.172
H -13.341 -17.887 -3.116  0.096
H -14.787 -18.849 -3.010  0.114
H -13.284 -19.147 -2.005  0.116
C -4.313 -8.627 -1.991  -0.045
C -4.185 -8.080 -3.447  -0.132
N -2.809 -7.808 -3.877  -0.047
C -2.085 -8.542 -4.814  0.020
C -0.793 -8.044 -4.914  0.044
N -0.761 -7.041 -3.973  -0.102
C -1.956 -6.944 -3.403  -0.041
C 0.389 -6.284 -3.566  0.012
H -4.356 -7.769 -1.319  0.078
H -3.685 -9.468 -1.700  0.090
H -5.279 -9.078 -1.765  0.077
H -4.758 -7.179 -3.661  0.131
H -4.451 -8.836 -4.187  0.117
H -2.572 -9.323 -5.378  0.135
H 0.107 -8.208 -5.489  0.147
H -2.092 -6.247 -2.589  0.180
H 1.101 -6.318 -4.391  0.104
H 1.051 -6.685 -2.799  0.118
H 0.105 -5.233 -3.502  0.115
C -14.549 -4.165 -5.516  -0.060
C -13.758 -4.567 -4.235  -0.115
N -13.104 -5.912 -4.343  -0.055
C -11.734 -6.133 -4.042  0.063
C -11.564 -7.540 -4.241  0.022
N -12.669 -7.983 -4.929  -0.075
C -13.602 -6.992 -4.920  -0.027
C -12.887 -9.374 -5.450  0.026
H -13.825 -4.194 -6.330  0.082
H -14.891 -3.130 -5.548  0.083
H -15.409 -4.742 -5.856  0.070
H -14.400 -4.700 -3.364  0.127
H -12.971 -3.849 -4.003  0.127
H -11.159 -5.312 -3.638  0.131
H -10.738 -8.212 -4.059  0.135
H -14.613 -7.073 -5.292  0.167
H -11.977 -9.892 -5.750  0.107
H -13.524 -9.340 -6.334  0.093
H -13.608 -9.966 -4.885  0.098
C -15.805 -3.746 6.859  -0.015
C -16.584 -5.094 6.510  -0.179
N -17.744 -4.830 5.738  -0.066
C -19.100 -5.044 6.067  0.021
C -19.937 -4.833 4.943  0.024
N -19.037 -4.549 3.877  -0.103
C -17.735 -4.620 4.317  0.085
C -19.516 -4.196 2.548  -0.003
H -15.203 -3.514 5.980  0.069
H -15.055 -3.873 7.640  0.089
H -16.553 -2.955 6.908  0.081
H -16.931 -5.632 7.393  0.125
H -16.034 -5.893 6.013  0.134
H -19.380 -5.243 7.090  0.133
H -21.014 -4.844 4.857  0.130
H -16.803 -4.485 3.787  0.167
H -19.798 -5.160 2.124  0.099
H -18.807 -3.756 1.847  0.106
H -20.413 -3.577 2.542  0.105
C -11.445 -11.657 7.201  -0.072
C -12.163 -12.943 7.460  -0.847
O -12.926 -13.356 6.616  -0.098
O -11.891 -13.558 8.568  -0.145
H -11.819 -11.173 6.299  0.045
H -10.374 -11.859 7.211  0.068
H -11.559 -10.860 7.936  0.054


Below is 12 unconnected molecules or ions with the total composition C48H84N12, with properties calculated with ωB97M-V with the def2-TZVPD basis set.

As for the LUMO energy: 0.01 eV. The calculation puts the total energy at -69016.2576 eV. The calculation puts the energy above the lowest of the compared OMol25 structures with the same formula, charge and spin at 220.06 kJ/mol. The net charge is 0. The calculation puts the strongest force on any atom at 3.111 eV Å⁻¹.

Each line ends with the Löwdin charge.
Cartesian coordinates (Å):
C 2.419 1.912 3.369  -0.082
C 3.019 1.175 4.574  -0.242
C 3.864 2.089 5.484  -0.184
C 4.717 3.066 4.787  -0.218
N 5.379 3.846 4.224  0.143
H 1.956 1.191 2.695  0.045
H 3.108 2.452 2.720  0.060
H 1.660 2.590 3.757  0.080
H 3.672 0.358 4.266  0.095
H 2.270 0.687 5.197  0.074
H 4.501 1.447 6.094  0.116
H 3.259 2.615 6.222  0.106
C 3.845 2.401 -4.779  -0.112
C 3.123 3.705 -4.895  -0.289
C 3.351 4.473 -6.161  -0.203
C 3.115 3.844 -7.464  -0.220
N 2.927 3.275 -8.473  0.129
H 4.933 2.478 -4.776  0.079
H 3.583 1.824 -5.665  0.074
H 3.470 1.846 -3.919  0.056
H 3.372 4.299 -4.015  0.098
H 2.071 3.424 -4.853  0.097
H 4.398 4.775 -6.198  0.122
H 2.717 5.360 -6.163  0.119
C 1.546 -2.582 4.544  -0.101
C 1.473 -2.828 6.006  -0.281
C 1.710 -4.256 6.468  -0.186
C 1.726 -4.377 7.959  -0.206
N 1.708 -4.385 9.127  0.131
H 1.327 -1.519 4.445  0.062
H 0.716 -3.080 4.044  0.058
H 2.419 -2.973 4.022  0.072
H 0.458 -2.619 6.344  0.091
H 2.219 -2.233 6.534  0.115
H 2.639 -4.730 6.149  0.118
H 0.883 -4.827 6.047  0.108
C -2.507 3.342 -1.717  -0.080
C -3.118 4.425 -2.679  -0.236
C -2.195 4.991 -3.735  -0.186
C -1.006 5.666 -3.196  -0.211
N -0.067 6.223 -2.813  0.162
H -1.655 3.792 -1.207  0.063
H -2.063 2.469 -2.195  0.035
H -3.185 2.894 -0.992  0.042
H -3.451 5.229 -2.023  0.111
H -3.989 4.024 -3.197  0.085
H -2.751 5.783 -4.236  0.122
H -1.790 4.237 -4.409  0.116
C -3.029 0.836 -4.780  -0.085
C -1.766 0.027 -5.286  -0.212
C -1.649 -1.285 -4.480  -0.215
C -2.691 -2.302 -4.793  -0.221
N -3.505 -3.092 -5.087  0.139
H -3.989 0.451 -5.124  0.073
H -2.938 1.871 -5.109  0.054
H -2.975 0.879 -3.692  0.029
H -0.848 0.608 -5.196  0.086
H -1.818 -0.250 -6.339  0.104
H -1.613 -1.130 -3.402  0.077
H -0.786 -1.869 -4.800  0.095
C 3.250 2.589 -0.324  -0.092
C 3.653 4.032 -0.663  -0.259
C 2.587 5.001 -1.098  -0.206
C 1.556 5.213 -0.068  -0.241
N 0.772 5.327 0.767  0.134
H 4.084 1.892 -0.407  0.076
H 2.459 2.238 -0.987  0.042
H 2.764 2.636 0.651  0.041
H 4.380 3.875 -1.460  0.099
H 4.260 4.451 0.139  0.110
H 2.117 4.488 -1.937  0.086
H 2.897 5.974 -1.480  0.121
C -6.472 2.733 -2.139  -0.112
C -6.920 1.861 -0.999  -0.265
C -5.788 1.363 -0.111  -0.183
C -4.685 0.611 -0.721  -0.203
N -3.810 0.030 -1.199  0.172
H -6.169 3.696 -1.728  0.075
H -7.300 2.964 -2.809  0.079
H -5.656 2.327 -2.738  0.066
H -7.497 1.042 -1.429  0.112
H -7.672 2.366 -0.393  0.114
H -6.221 0.837 0.740  0.121
H -5.323 2.252 0.314  0.115
C 3.213 -1.520 1.832  -0.103
C 3.056 -2.888 1.122  -0.228
C 2.546 -2.707 -0.297  -0.195
C 3.142 -1.673 -1.155  -0.213
N 3.573 -0.839 -1.848  0.171
H 3.672 -1.635 2.814  0.060
H 2.222 -1.094 1.989  0.039
H 3.817 -0.907 1.164  0.076
H 2.344 -3.518 1.655  0.089
H 4.058 -3.317 1.098  0.114
H 1.487 -2.452 -0.250  0.079
H 2.644 -3.661 -0.815  0.120
C -0.123 2.191 6.400  -0.088
C -0.319 0.744 5.991  -0.278
C -1.721 0.202 6.191  -0.194
C -1.913 -1.171 5.776  -0.211
N -2.112 -2.259 5.436  0.166
H -0.236 2.308 7.477  0.085
H -0.767 2.877 5.850  0.084
H 0.854 2.584 6.120  0.051
H 0.251 0.129 6.688  0.109
H 0.008 0.595 4.961  0.093
H -2.327 0.794 5.505  0.124
H -2.141 0.470 7.161  0.132
C -0.306 -0.669 1.301  -0.090
C 0.370 0.317 0.314  -0.227
C -0.008 -0.081 -1.124  -0.181
C 0.410 0.870 -2.182  -0.210
N 0.635 1.686 -2.956  0.179
H 0.089 -1.685 1.288  0.044
H -1.377 -0.723 1.109  0.077
H -0.213 -0.367 2.344  0.057
H 1.454 0.286 0.426  0.069
H 0.112 1.352 0.538  0.116
H -1.098 -0.093 -1.141  0.083
H 0.299 -1.077 -1.442  0.069
C -1.027 -5.470 -5.777  -0.094
C -1.543 -6.159 -4.448  -0.218
C -0.640 -5.890 -3.207  -0.177
C -0.494 -4.464 -2.876  -0.182
N -0.319 -3.348 -2.592  0.180
H -1.870 -5.346 -6.457  0.064
H -0.208 -6.024 -6.237  0.064
H -0.590 -4.479 -5.653  0.049
H -1.517 -7.248 -4.498  0.098
H -2.583 -5.882 -4.277  0.095
H 0.340 -6.347 -3.349  0.120
H -1.133 -6.389 -2.372  0.110
C -1.900 -4.314 0.823  -0.084
C -1.088 -4.215 2.145  -0.261
C -1.227 -5.457 3.041  -0.194
C -2.609 -5.911 3.214  -0.225
N -3.701 -6.278 3.419  0.141
H -2.949 -4.022 0.874  0.082
H -1.844 -5.329 0.432  0.070
H -1.327 -3.696 0.132  0.042
H -1.311 -3.295 2.684  0.084
H -0.030 -4.218 1.883  0.081
H -0.777 -5.348 4.027  0.099
H -0.683 -6.283 2.582  0.118


The highest strongest force on any atom belongs to which entry?
C48H80BN14O10


The lowest strongest force on any atom belongs to which entry?
C48H84N12


Look up the energy above the lowest of the compared OMol25 structures with the same formula, charge and spin of the second one.
220.06 kJ/mol


Which value of energy above the lowest of the compared OMol25 structures with the same formula, charge and spin does entry 1 give?
552.30 kJ/mol